[1]
# C29H38BIN7O3P

A 8-piece molecular cluster, C29H38BIN7O3P overall (wB97M-V/def2-TZVPD, OMol25).

CARTESIAN COORDINATES (ANGSTROEM)
I1 -3.260 6.663 -6.657
P1 -1.208 5.777 -5.470
O1 -1.061 6.765 -4.119
O2 -3.741 4.938 -3.367
O3 -2.440 3.395 -2.409
N1 -1.632 -8.844 1.465
N2 -1.169 -2.335 0.719
N3 2.085 0.991 -2.747
N4 -1.941 7.029 3.020
N5 2.786 0.717 2.863
N6 -0.718 1.315 1.176
N7 1.463 -3.193 -3.200
C1 0.054 -10.006 2.299
C2 1.613 0.112 -3.686
C3 -0.737 8.882 3.000
C4 -1.579 1.774 0.207
C5 3.534 -0.423 2.777
C6 -0.935 -10.015 1.352
C7 0.258 0.321 -3.809
C8 -0.050 -8.777 3.008
C9 -1.101 -8.085 2.470
C10 -0.101 1.373 -2.920
C11 -1.018 -3.513 0.047
C12 3.298 1.535 3.828
C13 4.541 -0.336 3.703
C14 -1.592 -3.936 2.182
C15 1.043 1.757 -2.280
C16 1.577 -5.404 -3.199
C17 -2.742 4.175 -3.382
C18 -1.658 3.129 0.307
C19 -0.801 3.519 1.377
C20 1.141 -4.314 -3.908
C21 -0.235 2.381 1.898
C22 2.101 -3.546 -2.047
C23 -1.522 -2.578 2.017
C24 4.390 0.910 4.372
C25 -1.457 8.039 3.806
C26 -1.273 -4.530 0.929
C27 2.189 -4.915 -2.013
C28 -0.789 8.354 1.679
C29 -1.540 7.212 1.727
B1 -1.756 4.096 -4.695
H1 -2.503 6.260 3.337
H2 1.468 -6.434 -3.496
H3 -0.683 3.605 -4.375
H4 2.846 2.488 4.043
H5 -1.512 -7.119 2.709
H6 -1.199 -10.749 0.610
H7 -0.327 8.762 0.795
H8 1.984 0.928 2.295
H9 -2.260 3.441 -5.597
H10 2.433 -2.797 -1.349
H11 -2.410 -8.576 0.892
H12 0.577 -8.439 3.815
H13 0.777 -10.787 2.461
H14 5.299 -1.080 3.879
H15 5.013 1.304 5.158
H16 3.041 1.073 -2.458
H17 -1.076 1.840 -2.790
H18 3.287 -1.196 2.070
H19 -0.614 4.524 1.718
H20 -1.166 7.684 -4.387
H21 -2.056 1.104 -0.488
H22 1.264 -2.244 -3.481
H23 -0.227 9.776 3.322
H24 0.458 2.243 2.712
H25 -1.232 -5.582 0.700
H26 -0.471 0.357 1.326
H27 2.281 -0.563 -4.199
H28 -2.242 3.750 -0.362
H29 1.204 2.533 -1.550
H30 -1.666 8.073 4.861
H31 2.637 -5.498 -1.225
H32 -1.697 -1.769 2.707
H33 -0.746 -3.530 -0.994
H34 0.626 -4.242 -4.851
H35 -0.402 -0.200 -4.484
H36 -1.050 -1.426 0.307
H37 -1.827 6.519 0.953
H38 -1.846 -4.444 3.098

E_HOMO in eV: -0.217
Orbital gap in hartree: 0.125
Net charge: -2
2S+1: 1
DFT total energy in eV: -65327.69836
Lowest unoccupied orbital energy in eV: 3.175



[2]
# C29H38IrN4O8

C29H38IrN4O8 as an isolated structure (wB97M-V/def2-TZVPD, OMol25).

CARTESIAN COORDINATES (ANGSTROEM)
Ir1 -0.247 -0.232 -0.525
O1 0.944 3.578 -1.552
O2 -0.322 1.783 -1.174
O3 0.126 -4.067 -2.322
O4 1.492 -4.377 -4.197
O5 -0.203 0.313 1.581
O6 3.536 4.152 -1.798
O7 -0.555 -2.083 -1.629
O8 5.365 2.881 -1.695
N1 1.870 0.152 -1.012
N2 -2.722 -0.235 -0.497
N3 3.989 0.595 -1.247
N4 -5.091 1.249 0.265
C1 1.032 3.077 2.283
C2 -0.046 -1.091 4.891
C3 4.172 3.010 -1.643
C4 0.063 -1.077 3.522
C5 -0.617 -2.890 1.867
C6 3.419 -1.817 -0.896
C7 1.808 -2.222 2.122
C8 0.821 2.384 -1.336
C9 -3.275 -0.302 0.857
C10 -0.289 1.417 3.630
C11 -0.280 0.075 5.627
C12 -0.305 2.772 2.966
C13 0.725 -0.905 -3.990
C14 3.342 1.792 -1.390
C15 2.017 1.505 -1.249
C16 -4.650 1.215 -1.174
C17 -0.375 1.316 4.997
C18 0.737 -2.224 -3.645
C19 1.429 -0.449 -5.126
C20 -3.154 0.969 -1.218
C21 -4.775 -0.064 0.932
C22 1.475 -3.144 -4.492
C23 0.453 -2.346 2.807
C24 2.175 -2.666 -5.649
C25 -0.135 0.194 2.849
C26 -1.482 2.998 2.016
C27 2.149 -1.327 -5.944
C28 0.046 -2.813 -2.447
C29 3.083 -0.378 -1.029
H1 2.113 -3.196 1.739
H2 -2.414 2.661 2.486
H3 -0.499 2.208 5.596
H4 -6.089 1.458 0.331
H5 -5.355 -0.817 0.396
H6 3.803 -2.213 -1.837
H7 -4.597 2.003 0.754
H8 0.091 -2.023 5.422
H9 -5.127 -0.007 1.961
H10 2.528 -2.373 -0.616
H11 -0.421 3.490 3.783
H12 0.575 -3.090 3.600
H13 2.554 4.044 -1.720
H14 -2.760 0.441 1.465
H15 1.858 2.986 2.988
H16 2.698 -3.396 -6.248
H17 -0.346 0.015 6.705
H18 0.168 -0.180 -3.406
H19 -1.325 2.484 1.072
H20 -3.059 -1.277 1.288
H21 4.997 0.519 -1.308
H22 -0.761 -2.255 0.986
H23 0.828 -4.411 -3.236
H24 -2.959 -1.071 -1.025
H25 -0.328 -3.874 1.497
H26 -2.612 1.824 -0.813
H27 1.403 0.605 -5.367
H28 1.214 2.397 1.450
H29 -1.585 4.063 1.805
H30 4.178 -1.974 -0.130
H31 -5.232 0.418 -1.641
H32 1.032 4.094 1.894
H33 -1.574 -2.996 2.381
H34 -2.847 0.894 -2.261
H35 -4.918 2.168 -1.628
H36 1.778 -1.517 1.290
H37 2.669 -0.940 -6.808
H38 2.574 -1.881 2.819

E_HOMO (alpha / beta) in eV: -12.692 / -13.980
Orbital gap (alpha / beta) in hartree: 0.280 / 0.212
Net charge: +2
2S+1: 6
DFT total energy in eV: -55853.95281
Lowest unoccupied orbital energy (alpha / beta) in eV: -5.075 / -8.202



[3]
# C29H38N3O2S2SiSn

C29H38N3O2S2SiSn as an isolated structure (wB97M-V/def2-TZVPD, OMol25).

CARTESIAN COORDINATES (ANGSTROEM)
Sn1 1.080 0.124 -0.339
S1 2.072 -0.852 2.167
S2 0.272 -0.103 4.534
Si1 -1.694 2.315 0.724
O1 -0.491 -0.660 -1.789
O2 3.999 1.361 -0.957
N1 -0.626 -0.974 2.304
N2 -0.585 -1.236 0.925
N3 0.897 1.731 -3.006
C1 -1.423 -2.227 -3.228
C2 0.100 1.846 0.694
C3 1.277 -2.427 5.647
C4 -1.205 -2.316 0.581
C5 -2.178 -3.345 -3.464
C6 -1.638 -3.303 1.638
C7 1.315 -4.732 4.935
C8 1.644 -3.400 4.722
C9 -2.857 1.005 0.059
C10 -1.019 2.258 -4.337
C11 -0.269 2.244 -5.503
C12 4.129 2.437 -1.487
C13 -0.884 2.528 -6.844
C14 -1.527 -2.609 -0.827
C15 0.570 -2.814 6.782
C16 -1.112 -1.776 -1.911
C17 0.247 -4.144 7.000
C18 1.602 -0.980 5.404
C19 -2.665 -4.107 -2.397
C20 1.084 1.944 -5.382
C21 5.084 2.650 -2.638
C22 -0.400 1.989 -3.124
C23 3.310 3.623 -1.034
C24 -2.323 -3.731 -1.116
C25 -1.972 3.904 -0.265
C26 0.502 -0.725 2.865
C27 -2.251 2.701 2.478
C28 1.611 1.694 -4.127
C29 0.621 -5.110 6.075
H1 5.909 3.284 -2.303
H2 -3.027 4.191 -0.254
H3 -3.314 2.954 2.513
H4 2.506 -0.865 4.806
H5 -2.405 -3.634 -4.485
H6 2.169 -3.100 3.823
H7 -1.047 -1.617 -4.041
H8 2.298 3.484 -1.422
H9 0.258 -2.059 7.494
H10 -1.541 -4.323 1.274
H11 -1.684 3.538 2.895
H12 3.705 4.572 -1.398
H13 4.588 3.176 -3.456
H14 -1.033 -3.188 2.532
H15 -2.082 2.461 -4.362
H16 0.410 1.625 1.720
H17 -0.303 -4.427 7.889
H18 -2.591 0.691 -0.953
H19 -3.292 -4.972 -2.567
H20 0.695 2.713 0.379
H21 -0.799 1.660 -7.500
H22 2.660 1.437 -4.014
H23 3.245 3.626 0.053
H24 1.721 1.893 -6.257
H25 -3.895 1.351 0.060
H26 -2.680 -3.134 1.922
H27 5.475 1.695 -2.980
H28 -2.791 0.114 0.684
H29 -0.977 1.956 -2.209
H30 -1.940 2.778 -6.749
H31 -1.663 3.820 -1.309
H32 0.372 -6.151 6.243
H33 -1.396 4.721 0.177
H34 1.726 -0.447 6.348
H35 -2.709 -4.323 -0.299
H36 -2.087 1.835 3.124
H37 1.600 -5.476 4.201
H38 -0.378 3.361 -7.335

E_HOMO in eV: -3.520
Orbital gap in hartree: 0.219
Net charge: -1
2S+1: 1
DFT total energy in eV: -74637.49522
Lowest unoccupied orbital energy in eV: 2.437



[4]
# C29H38N3OPSc

C29H38N3OPSc as an isolated structure at a distorted geometry (wB97M-V/def2-TZVPD, OMol25).

CARTESIAN COORDINATES (ANGSTROEM)
Sc1 -5.895 -5.644 -13.471
P1 -7.881 -7.153 -14.536
O1 -4.086 -6.287 -13.846
N1 -6.190 -4.143 -11.910
N2 -6.070 -3.743 -14.555
N3 -2.003 -6.258 -14.740
C1 -7.473 -8.399 -15.886
C2 -7.670 -9.916 -11.394
C3 -7.742 -7.211 -11.809
C4 -7.493 -9.073 -10.276
C5 -6.716 -1.407 -14.338
C6 -9.477 -5.090 -13.827
C7 -7.895 -8.035 -12.952
C8 -3.053 -6.902 -14.357
C9 -6.850 -7.570 -17.074
C10 -6.437 -2.354 -16.485
C11 -10.665 -7.111 -14.541
C12 -6.337 -2.668 -13.786
C13 -9.546 -5.753 -16.267
C14 -6.597 -1.935 -10.186
C15 -9.481 -6.236 -14.861
C16 -7.837 -9.437 -12.693
C17 -8.637 -9.328 -16.300
C18 -0.912 -6.956 -15.460
C19 -6.811 -1.265 -15.759
C20 -1.958 -4.732 -14.799
C21 -6.487 -3.254 -9.670
C22 -6.990 -0.491 -12.163
C23 -7.558 -7.688 -10.495
C24 -7.098 -0.333 -13.476
C25 -6.269 -4.291 -10.550
C26 -6.270 -9.240 -15.428
C27 -6.124 -3.609 -15.879
C28 -6.575 -1.728 -11.549
C29 -6.370 -2.883 -12.371
H1 -2.993 -4.349 -14.836
H2 -7.402 -7.014 -9.661
H3 -11.574 -6.448 -14.531
H4 -7.114 -0.300 -16.162
H5 -6.127 -5.261 -10.176
H6 -5.448 -8.628 -15.019
H7 -8.684 -5.067 -16.396
H8 -7.870 -6.142 -11.912
H9 -6.759 -1.054 -9.547
H10 -7.500 0.566 -13.940
H11 -10.223 -4.382 -14.183
H12 -0.863 -6.672 -16.485
H13 -10.503 -5.194 -16.395
H14 -6.584 -2.390 -17.584
H15 -7.375 0.278 -11.496
H16 -1.464 -4.461 -15.739
H17 -10.578 -7.468 -13.528
H18 -9.097 -9.808 -15.454
H19 0.099 -6.712 -15.004
H20 -7.240 -9.415 -9.316
H21 -5.888 -4.477 -16.458
H22 -8.194 -10.114 -16.930
H23 -6.636 -3.492 -8.626
H24 -8.581 -4.486 -13.785
H25 -10.766 -7.874 -15.268
H26 -5.868 -7.152 -16.857
H27 -1.011 -8.069 -15.404
H28 -9.454 -6.479 -17.040
H29 -9.745 -5.456 -12.838
H30 -1.451 -4.356 -13.830
H31 -6.740 -8.268 -17.908
H32 -5.981 -9.730 -16.360
H33 -9.425 -8.833 -16.874
H34 -3.008 -7.991 -14.347
H35 -8.029 -10.174 -13.476
H36 -6.446 -10.006 -14.773
H37 -7.415 -6.722 -17.425
H38 -7.611 -11.031 -11.246

E_HOMO in eV: -17.166
Orbital gap in hartree: 0.279
Net charge: +3
2S+1: 1
DFT total energy in eV: -67175.02844
Lowest unoccupied orbital energy in eV: -9.571



[5]
# C29H38NO3P2SiV

C29H38NO3P2SiV as an isolated structure at a distorted geometry (wB97M-V/def2-TZVPD, OMol25).

CARTESIAN COORDINATES (ANGSTROEM)
V1 -0.454 0.248 -0.035
P1 2.654 -0.647 -0.580
P2 -2.711 0.494 -0.558
Si1 -0.239 0.746 3.198
O1 -0.260 -1.540 0.495
O2 -0.896 -3.510 -4.606
O3 -0.166 1.080 1.598
N1 -0.053 1.005 -1.938
C1 -0.709 -1.598 4.721
C2 1.061 1.843 3.929
C3 1.276 -3.114 3.456
C4 -3.675 1.807 0.218
C5 2.024 4.065 4.113
C6 -2.503 1.125 -2.260
C7 0.456 -3.698 4.429
C8 1.491 1.921 -3.504
C9 3.945 -0.475 0.686
C10 1.061 3.198 3.576
C11 0.437 2.216 -4.360
C12 3.032 2.196 5.286
C13 1.093 -1.771 3.118
C14 3.011 3.556 4.967
C15 -2.043 2.212 4.808
C16 2.334 1.041 -1.255
C17 -4.429 1.830 4.934
C18 1.215 1.300 -2.287
C19 -3.672 -1.043 -0.586
C20 -3.293 2.527 5.356
C21 0.080 -1.023 3.715
C22 2.055 1.340 4.771
C23 -1.082 1.279 -2.760
C24 -3.063 0.516 3.427
C25 -0.849 1.884 -3.981
C26 -1.919 1.198 3.858
C27 3.221 -1.687 -1.938
C28 -4.323 0.828 3.962
C29 -0.530 -2.943 5.077
H1 -1.155 2.743 5.140
H2 -1.811 -3.319 -4.260
H3 -1.163 -3.387 5.846
H4 3.618 0.269 1.430
H5 2.524 2.158 -3.734
H6 2.054 -3.691 2.949
H7 0.301 3.592 2.895
H8 1.674 -1.453 0.054
H9 -3.162 0.533 -2.884
H10 4.891 -0.169 0.215
H11 1.992 5.128 3.865
H12 -3.239 2.760 -0.120
H13 4.059 -1.450 1.177
H14 -3.585 1.703 1.310
H15 3.940 -1.159 -2.574
H16 0.592 -4.746 4.684
H17 -1.704 2.097 -4.607
H18 2.052 0.282 5.029
H19 -0.450 -2.686 -4.377
H20 -5.403 2.063 5.360
H21 -1.472 -0.999 5.218
H22 -0.461 -2.399 0.116
H23 2.355 -1.991 -2.535
H24 -3.032 -1.879 -0.899
H25 -2.978 -0.291 2.690
H26 3.679 -2.579 -1.508
H27 -4.016 -1.221 0.440
H28 0.633 2.732 -5.283
H29 3.798 1.797 5.949
H30 -3.372 3.306 6.111
H31 -4.507 -0.938 -1.287
H32 3.278 1.282 -1.786
H33 1.756 -1.310 2.379
H34 -5.207 0.279 3.628
H35 3.752 4.230 5.394
H36 2.251 1.739 -0.389
H37 -4.709 1.704 -0.149
H38 -2.957 2.130 -2.251

E_HOMO (alpha / beta) in eV: -13.250 / -13.252
Orbital gap (alpha / beta) in hartree: 0.235 / 0.241
Net charge: +2
2S+1: 3
DFT total energy in eV: -90454.38978
Lowest unoccupied orbital energy (alpha / beta) in eV: -6.850 / -6.683



[6]
# C29H38NOPPdS3

C29H38NOPPdS3 as an isolated structure at a distorted geometry (wB97M-V/def2-TZVPD, OMol25).

CARTESIAN COORDINATES (ANGSTROEM)
Pd1 -10.301 13.992 -7.967
S1 -15.555 12.982 -7.930
S2 -10.295 14.739 -11.153
S3 -12.265 12.730 -7.359
P1 -14.017 13.735 -6.972
O1 -11.751 14.749 -11.216
N1 -9.415 12.485 -6.895
C1 -15.403 12.655 -4.843
C2 -9.763 15.934 -12.494
C3 -7.043 16.944 -8.072
C4 -14.022 15.533 -7.142
C5 -14.025 14.009 -2.837
C6 -12.933 17.560 -7.863
C7 -15.267 16.234 -7.060
C8 -7.634 15.559 -8.126
C9 -10.129 10.932 -4.027
C10 -8.358 12.662 -10.902
C11 -8.842 10.008 -2.202
C12 -10.040 17.407 -12.121
C13 -9.058 18.013 -11.131
C14 -6.908 14.699 -7.024
C15 -15.813 12.520 -3.522
C16 -14.132 18.236 -7.697
C17 -15.293 17.605 -7.306
C18 -7.050 13.088 -11.549
C19 -15.124 13.211 -2.523
C20 -9.620 13.070 -11.663
C21 -7.748 10.629 -4.280
C22 -8.964 11.045 -4.804
C23 -10.063 10.325 -2.782
C24 -13.600 14.125 -4.169
C25 -12.852 16.202 -7.507
C26 -14.366 13.483 -5.205
C27 -9.155 11.818 -5.976
C28 -9.071 15.700 -7.781
C29 -7.677 10.169 -2.959
H1 -8.767 9.683 -1.176
H2 -13.482 14.517 -1.983
H3 -6.976 14.170 -11.657
H4 -6.719 9.826 -2.509
H5 -7.502 15.113 -9.104
H6 -9.463 18.957 -10.805
H7 -9.498 13.147 -12.779
H8 -10.440 12.423 -11.391
H9 -6.226 12.709 -10.939
H10 -16.237 18.149 -7.221
H11 -8.069 18.146 -11.536
H12 -9.007 17.349 -10.245
H13 -15.926 12.167 -5.663
H14 -11.088 11.269 -4.421
H15 -12.056 18.083 -8.228
H16 -8.728 15.801 -12.829
H17 -10.411 15.640 -13.322
H18 -16.194 15.706 -6.759
H19 -5.961 16.909 -8.397
H20 -14.178 19.306 -7.905
H21 -12.766 14.776 -4.451
H22 -9.654 16.345 -8.460
H23 -8.460 13.117 -9.894
H24 -10.016 17.988 -13.055
H25 -7.570 17.634 -8.773
H26 -6.929 12.621 -12.566
H27 -5.865 14.538 -7.279
H28 -6.852 10.626 -4.936
H29 -15.412 13.142 -1.490
H30 -11.092 17.503 -11.770
H31 -7.004 15.264 -6.042
H32 -10.935 10.161 -2.163
H33 -8.341 11.565 -10.762
H34 -11.910 15.626 -7.554
H35 -7.064 17.317 -7.040
H36 -9.220 16.012 -6.743
H37 -7.431 13.767 -6.881
H38 -16.649 11.879 -3.251

E_HOMO (alpha / beta) in eV: 1.306 / 1.294
Orbital gap (alpha / beta) in hartree: 0.111 / 0.112
Net charge: -2
2S+1: 1
DFT total energy in eV: -79499.10893
Lowest unoccupied orbital energy (alpha / beta) in eV: 4.329 / 4.329